<one>
C2H7NO3 | the ωB97M-V functional and the def2-TZVPD basis

orbital gap = 10.6 eV
lowest unoccupied orbital energy = 0.0302 Ha
HOMO = -9.78 eV

Positions of all 13 atoms, in Å:
N (-0.13, 1.30, 1.76)
C (-0.13, 1.61, 0.38)
O (0.52, 0.52, -0.31)
H (-0.66, 0.45, 1.93)
H (-0.58, 2.03, 2.30)
H (0.40, 2.53, 0.13)
H (-1.13, 1.73, -0.07)
H (0.25, 0.63, -1.23)
O (-0.74, -1.65, -1.70)
C (0.18, -2.33, -1.33)
O (0.81, -2.27, -0.18)
H (0.57, -3.13, -1.98)
H (0.64, -1.42, 0.30)



<two>
C2H7NO3 | the ωB97M-V functional and the def2-TZVPD basis

orbital gap = 10.6 eV
lowest unoccupied orbital energy = 0.0231 Ha
HOMO = -9.94 eV

Positions of all 13 atoms, in Å:
O (-0.70, 1.93, -0.57)
C (-0.33, 0.82, -0.78)
O (-1.05, -0.12, -1.43)
C (1.06, 0.31, -0.39)
N (1.05, 0.33, 1.07)
H (-1.94, 0.17, -1.67)
H (1.12, -0.71, -0.75)
H (1.82, 0.93, -0.85)
H (1.23, 1.26, 1.43)
H (1.67, -0.33, 1.50)
H (-1.17, -1.22, 1.51)
H (-1.32, -1.52, 0.03)
O (-1.44, -1.87, 0.90)



<three>
C2H7NO3 | the ωB97M-V functional and the def2-TZVPD basis

orbital gap = 11.2 eV
lowest unoccupied orbital energy = 0.0309 Ha
HOMO = -10.35 eV

Positions of all 13 atoms, in Å:
N (-0.94, 2.51, -1.29)
C (-0.38, 1.27, -0.81)
O (-1.37, 0.57, -0.03)
H (-0.41, 3.29, -0.95)
H (-0.91, 2.57, -2.30)
H (0.51, 1.44, -0.20)
H (-0.10, 0.53, -1.56)
H (-2.21, 0.71, -0.48)
O (1.86, -0.93, 0.39)
C (1.22, -1.76, 0.98)
O (-0.10, -1.94, 0.99)
H (1.71, -2.62, 1.46)
H (-0.49, -1.12, 0.64)



<four>
C2H7NO3 | the ωB97M-V functional and the def2-TZVPD basis

orbital gap = 10.6 eV
lowest unoccupied orbital energy = 0.0305 Ha
HOMO = -9.75 eV

Positions of all 13 atoms, in Å:
C (-0.79, -0.55, 0.28)
C (0.65, 0.01, 0.41)
N (-1.31, -0.45, -1.06)
O (0.58, 1.36, 0.02)
O (1.88, 1.95, 0.11)
O (-0.81, -1.88, 0.72)
H (1.68, 2.86, 0.38)
H (-0.60, -2.45, -0.02)
H (-1.45, 0.01, 0.95)
H (-0.62, -0.76, -1.74)
H (-1.56, 0.50, -1.28)
H (1.34, -0.54, -0.24)
H (0.99, -0.08, 1.45)



Energies relative to the most stable structure are <one> 47.2; <two> 0.0; <three> 30.1; <four> 323.9, reported in kJ/mol.



<one>
C2H7NO3 | the ωB97M-V functional and the def2-TZVPD basis

orbital gap = 10.0 eV
lowest unoccupied orbital energy = 0.0159 Ha
HOMO = -9.53 eV

Positions of all 13 atoms, in Å:
O (-2.94, 1.25, -0.48)
O (0.31, -0.11, -0.91)
C (-1.87, 1.13, -0.98)
N (-1.27, 2.05, -1.69)
C (-1.11, -0.21, -0.69)
H (0.84, -0.43, -0.15)
H (-1.72, 2.97, -1.67)
H (-0.51, 1.87, -2.35)
H (-1.26, -0.63, 0.33)
H (-1.47, -0.97, -1.41)
O (3.83, -2.02, 3.11)
H (4.29, -2.72, 3.63)
H (2.87, -2.19, 3.26)



<two>
C2H7NO3 | the ωB97M-V functional and the def2-TZVPD basis

orbital gap = 10.4 eV
lowest unoccupied orbital energy = 0.0208 Ha
HOMO = -9.86 eV

Positions of all 13 atoms, in Å:
O (1.98, 1.27, -0.35)
C (1.05, 1.31, -1.12)
N (-0.24, 1.06, -0.79)
C (-0.78, 0.57, 0.49)
O (0.21, 0.17, 1.42)
H (1.17, 1.61, -2.17)
H (-0.88, 1.29, -1.53)
H (-1.42, -0.27, 0.20)
H (-1.29, 1.39, 0.98)
H (1.00, 0.08, 0.86)
H (-0.94, -2.94, 0.21)
H (0.16, -2.65, 1.35)
O (-0.01, -2.88, 0.44)



<three>
C2H7NO3 | the ωB97M-V functional and the def2-TZVPD basis

orbital gap = 10.7 eV
lowest unoccupied orbital energy = 0.0221 Ha
HOMO = -10.07 eV

Positions of all 13 atoms, in Å:
O (-0.42, 0.79, 0.02)
C (-0.15, -0.03, -0.83)
O (-1.08, -0.82, -1.40)
C (1.24, -0.36, -1.26)
N (2.22, -0.32, -0.16)
H (-1.88, -0.30, -1.53)
H (1.37, -1.29, -1.80)
H (1.56, 0.43, -1.96)
H (2.55, 0.63, -0.10)
H (1.72, -0.43, 0.72)
H (-2.65, 0.67, 3.52)
H (-2.04, 0.82, 2.08)
O (-2.43, 0.21, 2.71)



Energies relative to the most stable structure are <one> 27.1; <two> 50.3; <three> 0.0, reported in kJ/mol.



<one>
C24H35FN6O3 | the ωB97M-V functional and the def2-TZVPD basis

orbital gap = 8.3 eV
lowest unoccupied orbital energy = 0.0147 Ha
HOMO = -7.94 eV

Positions of all 69 atoms, in Å:
C (4.43, 0.70, -2.06)
H (3.80, -0.09, -1.64)
H (5.38, 0.70, -1.53)
H (4.62, 0.46, -3.10)
C (3.76, 2.06, -1.94)
C (4.63, 3.13, -2.61)
H (4.14, 4.09, -2.59)
H (4.83, 2.86, -3.64)
H (5.59, 3.21, -2.09)
C (3.52, 2.46, -0.48)
N (2.34, 1.85, 0.12)
C (1.26, 2.62, 0.39)
O (1.14, 3.75, -0.06)
C (0.18, 1.99, 1.25)
N (-0.65, 1.09, 0.46)
C (-1.49, 1.80, -0.50)
C (-2.95, 1.91, -0.05)
N (-3.49, 0.57, 0.07)
C (-4.84, 0.34, -0.03)
C (-5.78, 1.36, 0.11)
C (-7.13, 1.13, 0.00)
C (-7.62, -0.14, -0.25)
C (-6.71, -1.18, -0.41)
C (-5.36, -0.94, -0.31)
F (-4.52, -1.99, -0.53)
H (-7.04, -2.19, -0.62)
H (-8.67, -0.33, -0.33)
H (-7.82, 1.95, 0.12)
H (-5.44, 2.36, 0.33)
C (-2.55, -0.45, 0.48)
C (-1.42, 0.19, 1.29)
H (-0.75, -0.59, 1.66)
H (-1.86, 0.70, 2.16)
H (-3.06, -1.18, 1.11)
H (-2.13, -0.98, -0.38)
H (-3.00, 2.46, 0.90)
H (-3.52, 2.46, -0.80)
H (-1.47, 1.26, -1.46)
H (-1.08, 2.80, -0.67)
H (-0.40, 2.81, 1.70)
H (0.65, 1.41, 2.05)
C (2.47, 0.53, 0.63)
C (1.83, -0.52, 0.00)
N (1.18, -0.33, -1.18)
H (0.41, -0.94, -1.40)
H (1.02, 0.64, -1.39)
N (1.90, -1.79, 0.51)
C (2.62, -2.08, 1.67)
O (2.65, -3.19, 2.15)
N (3.26, -1.02, 2.23)
C (3.26, 0.32, 1.81)
O (3.87, 1.15, 2.44)
H (3.79, -1.22, 3.07)
C (1.29, -2.92, -0.17)
H (0.24, -2.70, -0.38)
H (1.32, -3.75, 0.54)
C (2.03, -3.33, -1.46)
C (1.31, -4.52, -2.08)
H (1.80, -4.82, -3.00)
H (1.33, -5.37, -1.40)
H (0.27, -4.29, -2.30)
C (3.48, -3.67, -1.15)
H (4.02, -2.80, -0.78)
H (3.98, -4.02, -2.04)
H (3.53, -4.45, -0.39)
H (2.01, -2.50, -2.17)
H (3.35, 3.54, -0.43)
H (4.39, 2.21, 0.14)
H (2.79, 2.04, -2.45)



<two>
C24H35FN6O3 | the ωB97M-V functional and the def2-TZVPD basis

orbital gap = 8.6 eV
lowest unoccupied orbital energy = 0.0186 Ha
HOMO = -8.04 eV

Positions of all 69 atoms, in Å:
C (-4.37, 3.71, -0.03)
H (-4.10, 4.11, 0.94)
H (-5.45, 3.59, -0.08)
H (-4.07, 4.43, -0.79)
C (-3.67, 2.37, -0.27)
C (-4.16, 1.34, 0.75)
H (-5.24, 1.22, 0.68)
H (-3.69, 0.37, 0.58)
H (-3.92, 1.67, 1.76)
C (-2.15, 2.55, -0.21)
N (-1.43, 1.69, -1.14)
C (-0.90, 2.23, -2.26)
O (-0.93, 3.43, -2.50)
C (-0.14, 1.25, -3.14)
N (1.07, 0.83, -2.44)
C (1.63, -0.40, -2.98)
C (3.11, -0.50, -2.58)
N (3.33, 0.12, -1.30)
C (3.47, -0.57, -0.13)
C (3.25, -1.96, -0.04)
C (3.45, -2.65, 1.13)
C (3.85, -1.97, 2.27)
C (4.07, -0.60, 2.23)
C (3.89, 0.08, 1.05)
H (4.11, 1.14, 1.03)
H (4.39, -0.09, 3.12)
F (4.02, -2.64, 3.43)
H (3.28, -3.72, 1.18)
H (2.91, -2.51, -0.90)
C (3.11, 1.55, -1.33)
C (2.07, 1.89, -2.40)
H (2.55, 2.03, -3.39)
H (1.57, 2.83, -2.15)
H (2.74, 1.88, -0.35)
H (4.04, 2.09, -1.53)
H (3.44, -1.54, -2.57)
H (3.73, 0.03, -3.31)
H (1.56, -0.44, -4.08)
H (1.06, -1.23, -2.57)
H (0.09, 1.75, -4.10)
H (-0.76, 0.38, -3.35)
C (-1.48, 0.29, -0.90)
C (-0.64, -0.28, 0.02)
N (0.29, 0.49, 0.66)
H (1.09, 0.02, 1.05)
H (0.49, 1.35, 0.17)
N (-0.75, -1.60, 0.36)
C (-1.65, -2.44, -0.29)
O (-1.74, -3.62, -0.03)
N (-2.40, -1.85, -1.27)
C (-2.43, -0.50, -1.63)
O (-3.19, -0.12, -2.50)
H (-3.05, -2.46, -1.75)
C (-0.04, -2.16, 1.49)
H (1.04, -1.99, 1.38)
H (-0.21, -3.24, 1.45)
C (-0.54, -1.62, 2.84)
C (-2.03, -1.89, 3.00)
H (-2.61, -1.34, 2.26)
H (-2.37, -1.57, 3.99)
H (-2.25, -2.95, 2.88)
C (0.25, -2.30, 3.96)
H (-0.06, -1.91, 4.93)
H (1.32, -2.12, 3.85)
H (0.08, -3.37, 3.95)
H (-0.37, -0.54, 2.89)
H (-1.89, 3.57, -0.49)
H (-1.79, 2.36, 0.80)
H (-3.93, 2.02, -1.28)



Energies relative to the most stable structure are <one> 35.9; <two> 0.0, reported in kJ/mol.



<one>
C5H11NP | the ωB97M-V functional and the def2-TZVPD basis

orbital gap = 7.3 eV
net charge = +1
lowest unoccupied orbital energy = -0.2081 Ha
HOMO = -12.96 eV

Positions of all 18 atoms, in Å:
C (0.38, 2.64, -2.52)
C (0.54, 1.38, -1.93)
C (-0.01, 1.09, -0.70)
C (0.38, -0.07, 0.03)
C (-0.36, -0.54, 1.24)
N (0.29, -1.23, 2.20)
P (-2.10, -0.19, 1.65)
H (1.10, 2.79, -3.40)
H (-0.09, 3.47, -1.91)
H (1.09, 0.63, -2.44)
H (-0.69, 1.80, -0.15)
H (1.31, -0.44, -0.22)
H (0.95, -2.60, 0.40)
H (-0.04, -1.30, 3.09)
H (1.43, -3.72, -0.13)
H (0.95, -2.01, 1.96)
H (-2.78, -0.28, 0.43)
H (-2.34, -1.43, 2.39)



<two>
C5H11NP | the ωB97M-V functional and the def2-TZVPD basis

orbital gap = 8.9 eV
net charge = +1
lowest unoccupied orbital energy = -0.1424 Ha
HOMO = -12.75 eV

Positions of all 18 atoms, in Å:
C (2.57, 0.37, -0.37)
C (0.12, 0.62, -0.97)
C (-1.09, 0.75, -1.75)
C (-0.36, -1.71, 1.21)
C (-1.26, -0.89, 0.72)
N (1.19, 0.64, -0.55)
P (-1.82, 0.36, 1.93)
H (3.02, 1.38, -0.04)
H (2.96, 0.02, -1.25)
H (-1.79, 1.21, -1.04)
H (-1.22, -0.21, -2.10)
H (-0.95, 1.33, -2.63)
H (-0.16, -2.63, 0.68)
H (2.62, -0.40, 0.43)
H (0.08, -1.37, 2.20)
H (-1.74, -1.32, -0.05)
H (-1.70, 1.47, 1.12)
H (-0.47, 0.38, 2.46)



Energies relative to the most stable structure are <one> 269.9; <two> 0.0, reported in kJ/mol.